(1)
Entry from the OMol25 dataset: one molecule with the formula C4H3NO at a distorted geometry (ωB97M-V with the def2-TZVPD basis set).

Values from the calculation:
ΔE to the lowest compared entry with this formula, charge and spin: 117.1 kcal per mole
E_tot: -7727.6667 eV
orbital gap: 8.591 eV

Structure (ORCA input):
```
! RIJCOSX wB97M-V def2-TZVPD def2/J DEFGRID3
* xyz 0 1
C -4.59 0.09 -0.08
C -3.29 -0.03 0.01
C -1.45 0.02 0.11
C -0.02 0.06 0.03
N -2.28 0.09 1.08
O -2.31 -0.14 -0.98
H 0.31 -0.88 0.40
H 0.13 0.94 0.59
H 0.17 0.05 -1.02
*
```



(2)
Entry from the OMol25 dataset: one molecule with the formula C4H3NO at a distorted geometry (ωB97M-V with the def2-TZVPD basis set).

Values from the calculation:
ΔE to the lowest compared entry with this formula, charge and spin: 201.6 kcal per mole
E_tot: -7724.0033 eV
orbital gap: 6.617 eV

Structure (ORCA input):
```
! RIJCOSX wB97M-V def2-TZVPD def2/J DEFGRID3
* xyz 0 1
C -4.04 -1.56 0.18
C -3.92 -0.37 -0.01
C -1.35 0.60 0.04
C -0.15 -0.18 0.00
N -2.37 1.15 -0.08
O -3.66 0.98 -0.12
H 0.32 0.04 -0.92
H -0.56 -1.15 0.26
H 0.40 -0.02 0.78
*
```



(3)
Entry from the OMol25 dataset: one molecule with the formula C4H3NO at a distorted geometry (ωB97M-V with the def2-TZVPD basis set).

Values from the calculation:
ΔE to the lowest compared entry with this formula, charge and spin: 42.3 kcal per mole
SMILES: O=C1C=CN=C1
E_tot: -7730.9078 eV
orbital gap: 8.515 eV

Structure (ORCA input):
```
! RIJCOSX wB97M-V def2-TZVPD def2/J DEFGRID3
* xyz 0 1
C -1.05 0.09 -0.14
C -0.23 -1.09 -0.13
C 1.08 -0.63 0.05
C -0.03 1.39 -0.02
H -0.75 -2.11 -0.19
H 2.16 -1.07 0.49
H -0.18 2.38 -0.10
N 1.20 0.83 -0.06
O -2.20 0.20 0.11
*
```